Record 1
Density functional theory data (wB97M-V/def2-TZVPD) for a 2-piece molecular cluster, C3H7NO2 overall.

Structure (ORCA input):
```
! RIJCOSX wB97M-V def2-TZVPD def2/J DEFGRID3
* xyz 0 1
O -0.46 -1.84 0.43
O 0.42 1.23 -1.13
N 2.37 0.52 -0.43
C -1.69 0.20 -0.04
C -0.73 -0.53 0.66
C 1.04 0.47 -0.31
H 2.82 1.12 -1.11
H -2.19 1.00 0.49
H -0.92 -2.09 -0.38
H -0.63 0.98 -0.86
H -0.40 -0.24 1.64
H 2.95 -0.05 0.16
H -2.29 -0.32 -0.79
*
```

Calculated values
Calculated total energy = -323.64500 Eh
HOMO-LUMO gap = 9.23 eV
Relative energy (zero: lowest compared OMol25 entry of this formula, charge and spin) = 357.0 kJ/mol


Record 2
Density functional theory data (wB97M-V/def2-TZVPD) for C3H7NO2 in the gas phase.

Structure (ORCA input):
```
! RIJCOSX wB97M-V def2-TZVPD def2/J DEFGRID3
* xyz 0 1
O 0.65 1.01 1.14
O -0.57 0.61 -0.73
N 0.54 -1.03 0.50
C -0.79 2.03 -0.75
C 0.19 0.24 0.29
C 0.16 -2.21 -0.29
H 0.16 2.56 -0.82
H -0.42 -1.90 -1.17
H 1.06 -0.61 1.37
H -1.41 2.21 -1.63
H -0.46 -2.92 0.27
H 1.04 -2.75 -0.67
H -1.31 2.34 0.16
*
```

Calculated values
Calculated total energy = -323.71439 Eh
HOMO-LUMO gap = 10.37 eV
Relative energy (zero: lowest compared OMol25 entry of this formula, charge and spin) = 174.8 kJ/mol
Structure (SMILES) = CNC(=O)OC


Record 3
Density functional theory data (wB97M-V/def2-TZVPD) for a 2-piece molecular cluster, C3H7NO2 overall.

Structure (ORCA input):
```
! RIJCOSX wB97M-V def2-TZVPD def2/J DEFGRID3
* xyz 0 1
O 0.71 -4.00 -0.29
O 0.02 1.22 -0.56
N 0.37 -2.68 -0.11
C -0.95 2.88 0.73
C -0.41 1.70 0.63
C 1.31 -1.88 -0.06
H -1.04 3.56 -0.09
H -1.21 3.21 1.69
H -0.35 1.08 1.53
H 1.05 -0.86 0.12
H -0.39 1.92 -1.08
H 2.28 -2.21 -0.28
H -0.08 -4.37 -0.65
*
```

Calculated values
Calculated total energy = -323.62065 Eh
HOMO-LUMO gap = 10.38 eV
Relative energy (zero: lowest compared OMol25 entry of this formula, charge and spin) = 420.9 kJ/mol
Structure (SMILES) = C=CO.C=NO


Record 4
Density functional theory data (wB97M-V/def2-TZVPD) for C3H7NO2 in the gas phase.

Structure (ORCA input):
```
! RIJCOSX wB97M-V def2-TZVPD def2/J DEFGRID3
* xyz 0 1
O 0.66 0.38 -1.39
O -1.15 0.05 1.68
N -1.30 1.47 -0.11
C 0.62 0.05 0.00
C 0.80 -1.44 0.24
C -0.70 0.52 0.65
H 1.00 -1.62 1.30
H -0.08 -0.06 -1.82
H -2.14 1.94 0.19
H -0.11 -1.98 -0.02
H 1.45 0.61 0.43
H -0.69 1.89 -0.80
H 1.63 -1.82 -0.36
*
```

Calculated values
Calculated total energy = -323.76214 Eh
HOMO-LUMO gap = 10.46 eV
Relative energy (zero: lowest compared OMol25 entry of this formula, charge and spin) = 49.4 kJ/mol
Structure (SMILES) = C[C@@H](O)C(N)=O


Record 5
Density functional theory data (wB97M-V/def2-TZVPD) for a 2-piece molecular cluster, C3H7NO2 overall.

Structure (ORCA input):
```
! RIJCOSX wB97M-V def2-TZVPD def2/J DEFGRID3
* xyz 0 1
O 0.13 0.36 -3.08
O 1.71 -0.85 -1.83
N -0.41 -0.42 3.21
C 0.82 0.18 -2.10
C -0.87 0.61 2.34
C -1.61 0.35 1.25
H 2.49 -0.72 -2.30
H 0.12 -0.43 4.03
H -1.51 -0.73 0.88
H -2.27 1.01 0.84
H 0.39 0.72 -1.03
H -0.12 1.47 2.31
H -0.95 -1.27 3.07
*
```

Calculated values
Calculated total energy = -323.63404 Eh
HOMO-LUMO gap = 8.77 eV
Relative energy (zero: lowest compared OMol25 entry of this formula, charge and spin) = 385.8 kJ/mol
Structure (SMILES) = C=CN.O=CO


Record 6
Density functional theory data (wB97M-V/def2-TZVPD) for C3H7NO2 in the gas phase.

Structure (ORCA input):
```
! RIJCOSX wB97M-V def2-TZVPD def2/J DEFGRID3
* xyz 0 1
O -0.02 0.02 1.97
O 0.73 -1.67 -1.22
N -1.01 1.34 -0.30
C 0.16 0.50 -0.44
C 0.66 -0.22 0.80
C 0.00 -0.97 -0.28
H 1.72 -0.30 0.97
H -1.01 -1.30 -0.08
H -0.75 2.31 -0.17
H -0.69 0.69 1.71
H -1.74 1.26 -0.99
H 0.92 0.86 -1.15
H 1.03 -2.50 -0.81
*
```

Calculated values
Calculated total energy = -323.69075 Eh
HOMO-LUMO gap = 9.97 eV
Relative energy (zero: lowest compared OMol25 entry of this formula, charge and spin) = 236.9 kJ/mol
Structure (SMILES) = NC1[C@@H](O)[C@@H]1O


Record 7
Density functional theory data (wB97M-V/def2-TZVPD) for C3H7NO2 in the gas phase.

Structure (ORCA input):
```
! RIJCOSX wB97M-V def2-TZVPD def2/J DEFGRID3
* xyz 0 1
O -0.75 -2.20 0.55
O 0.44 2.54 -1.64
N 0.56 -0.19 0.72
C 0.42 1.84 -0.67
C 0.73 0.36 -0.64
C -0.74 -0.80 0.87
H -0.30 0.41 -1.08
H -1.51 -0.21 0.37
H 1.28 -0.86 0.93
H -0.14 2.25 0.20
H -0.60 -2.28 -0.40
H 1.63 0.03 -1.14
H -1.01 -0.89 1.93
*
```

Calculated values
Calculated total energy = -323.67459 Eh
HOMO-LUMO gap = 10.10 eV
Relative energy (zero: lowest compared OMol25 entry of this formula, charge and spin) = 279.3 kJ/mol
Structure (SMILES) = O=CCNCO


Record 8
Density functional theory data (wB97M-V/def2-TZVPD) for C3H7NO2 in the gas phase.

Structure (ORCA input):
```
! RIJCOSX wB97M-V def2-TZVPD def2/J DEFGRID3
* xyz 0 1
O 1.53 0.06 1.68
O -1.28 -0.59 1.38
N 0.94 0.18 -0.60
C -1.30 -0.59 -0.02
C -0.45 0.52 -0.61
C 1.83 0.24 0.51
H 1.32 -0.39 -1.36
H -0.35 -0.52 1.68
H 2.37 0.88 -0.23
H -0.73 0.76 -1.64
H -2.34 -0.44 -0.33
H -0.95 -1.54 -0.44
H -0.58 1.44 -0.02
*
```

Calculated values
Calculated total energy = -323.67041 Eh
HOMO-LUMO gap = 10.30 eV
Relative energy (zero: lowest compared OMol25 entry of this formula, charge and spin) = 290.3 kJ/mol
Structure (SMILES) = O=CNCCO


Record 9
Density functional theory data (wB97M-V/def2-TZVPD) for C3H7NO2 as an isolated structure.

Structure (ORCA input):
```
! RIJCOSX wB97M-V def2-TZVPD def2/J DEFGRID3
* xyz 0 1
O 0.26 0.67 1.04
O -0.29 2.05 -0.97
N -1.05 -0.09 -0.46
C 1.05 -1.45 0.06
C -0.10 -0.61 0.60
C -0.79 1.22 -0.03
H 1.74 -1.66 0.88
H 1.58 -0.89 -0.71
H -0.76 -0.26 -1.42
H -0.69 -1.16 1.34
H -1.58 1.66 0.59
H -0.04 2.89 -0.57
H 0.67 -2.38 -0.35
*
```

Calculated values
Calculated total energy = -323.70115 Eh
HOMO-LUMO gap = 10.24 eV
Relative energy (zero: lowest compared OMol25 entry of this formula, charge and spin) = 209.6 kJ/mol


Record 10
Density functional theory data (wB97M-V/def2-TZVPD) for C3H7NO2 in the gas phase.

Structure (ORCA input):
```
! RIJCOSX wB97M-V def2-TZVPD def2/J DEFGRID3
* xyz 0 1
O 2.00 -0.68 0.32
O -0.83 2.74 0.04
N 0.47 -0.60 -0.06
C 0.02 0.58 0.44
C -0.28 -1.83 0.15
C -0.58 1.48 -0.37
H -1.18 -1.81 -0.47
H 0.49 0.95 1.35
H -0.58 -1.95 1.19
H -1.06 1.17 -1.29
H -1.34 3.21 -0.65
H 0.31 -2.68 -0.18
H 2.56 -0.58 -0.47
*
```

Calculated values
Calculated total energy = -323.61776 Eh
HOMO-LUMO gap = 8.79 eV
Relative energy (zero: lowest compared OMol25 entry of this formula, charge and spin) = 428.5 kJ/mol
Structure (SMILES) = CN(O)/C=C/O